# 1
39
Properties=species:S:1:pos:R:3 method="wB97M-V/def2-TZVPD" charge=+1 energy_ev=-43223.8234
Rh 0.73 -0.14 0.72
O -2.43 -1.16 -1.47
C -1.64 -0.89 -0.62
N -0.44 -0.19 -0.79
C 0.15 0.05 -2.03
O -0.37 -0.08 -3.10
C 1.58 0.52 -1.88
C 2.33 0.84 -2.99
C 3.64 1.27 -2.79
C 4.12 1.38 -1.50
C 3.30 1.04 -0.44
N 2.06 0.62 -0.63
C -1.85 -1.27 0.83
C -2.98 -1.94 1.22
C -3.13 -2.26 2.56
C -2.14 -1.88 3.46
C -1.03 -1.21 2.99
N -0.89 -0.91 1.70
H 1.89 0.73 -3.97
H 4.27 1.52 -3.63
H 5.13 1.72 -1.31
H 3.65 1.10 0.59
H -3.71 -2.20 0.47
H -4.00 -2.80 2.90
H -2.23 -2.11 4.51
H -0.23 -0.90 3.65
C 2.27 -3.94 4.99
C 2.73 -3.01 3.91
C 3.86 -2.21 4.04
C 4.16 -1.36 3.00
N 3.44 -1.32 1.87
C 2.41 -2.16 1.82
S 1.48 -2.20 0.30
N 1.99 -2.96 2.80
H 2.96 -3.95 5.83
H 2.18 -4.95 4.59
H 1.28 -3.64 5.34
H 4.47 -2.25 4.93
H 5.01 -0.68 3.05

# 2
55
Properties=species:S:1:pos:R:3 method="wB97M-V/def2-TZVPD" e_above_lowest_kj_mol=239.2
C 1.50 -0.60 -4.49
C 2.50 -1.18 -3.55
C 2.66 -0.70 -2.26
C 3.65 -1.18 -1.42
C 4.46 -2.22 -1.84
C 4.28 -2.75 -3.11
C 3.32 -2.23 -3.95
H 3.21 -2.63 -4.95
H 4.91 -3.56 -3.45
H 5.23 -2.61 -1.19
H 3.77 -0.75 -0.44
S 1.69 0.68 -1.64
O 2.46 1.87 -1.80
O 0.36 0.70 -2.20
N 1.60 0.37 0.01
C 1.26 -0.92 0.44
C 1.65 -1.38 1.70
C 1.37 -2.68 2.09
C 0.71 -3.54 1.23
C 0.32 -3.09 -0.02
C 0.59 -1.79 -0.41
H 0.26 -1.44 -1.38
H -0.20 -3.75 -0.70
H 0.49 -4.55 1.53
H 1.67 -3.01 3.06
H 2.18 -0.73 2.37
C 1.44 1.54 0.86
H 1.74 1.30 1.88
C 0.00 2.10 0.85
O -0.26 2.80 -0.34
H -0.22 2.19 -1.09
C -1.03 1.00 1.15
N -2.22 1.53 1.79
C -3.03 2.34 0.89
C -4.14 3.03 1.66
C -5.02 1.99 2.35
C -4.14 1.10 3.22
C -3.03 0.48 2.39
H -2.38 -0.13 3.03
H -3.46 -0.18 1.62
H -4.73 0.31 3.69
H -3.70 1.70 4.01
H -5.79 2.47 2.95
H -5.52 1.38 1.60
H -4.74 3.64 0.98
H -3.70 3.68 2.41
H -2.38 3.08 0.42
H -3.47 1.71 0.09
H -1.27 0.47 0.21
H -0.59 0.28 1.84
H -0.06 2.86 1.64
H 2.11 2.30 0.45
H 1.57 -1.06 -5.47
H 1.66 0.48 -4.58
H 0.48 -0.73 -4.11

# 3
15
Properties=species:S:1:pos:R:3 method="wB97M-V/def2-TZVPD" e_above_lowest_kj_mol=0.0 charge=-1
C 1.82 0.18 -0.68
C -0.75 0.81 0.90
C -0.17 -1.61 1.36
C -0.92 -0.66 0.86
N 1.47 -0.92 -1.28
O 2.24 0.48 0.47
O 1.73 1.28 -1.61
F -2.18 -0.93 0.38
H -0.86 1.16 -0.12
H 0.24 1.05 1.37
H -1.56 1.56 1.44
H 0.00 -2.67 1.18
H 0.72 -1.24 1.93
H 1.48 0.78 -2.46
H 1.66 -1.77 -0.57

# 4
14
Properties=species:S:1:pos:R:3 method="wB97M-V/def2-TZVPD" e_above_lowest_kj_mol=230.6
C -1.59 -0.76 0.16
C -0.68 0.32 -0.38
C 0.23 1.28 0.43
C 0.94 0.14 -0.30
H -2.03 -0.66 1.26
H -1.51 -1.83 -0.02
H -2.58 -0.70 -0.40
H -1.12 0.71 -1.32
H 0.32 2.21 -0.15
H 0.03 1.23 1.57
H 1.53 0.64 -1.13
H 2.51 -0.54 0.76
H 2.21 -1.08 -0.68
N 1.75 -0.96 0.20

# 5
78
Properties=species:S:1:pos:R:3 method="wB97M-V/def2-TZVPD" e_above_lowest_kj_mol=0.0
W 0.18 -0.17 -0.22
N -2.23 3.65 0.31
C -1.34 2.66 0.10
S -1.76 1.09 0.69
N -0.25 3.00 -0.55
N 0.63 1.97 -0.67
C 1.78 2.27 -1.10
C 2.78 1.21 -1.20
C 4.07 1.47 -1.63
C 4.99 0.43 -1.62
C 4.58 -0.82 -1.20
C 3.27 -1.01 -0.80
N 2.39 -0.01 -0.80
H -3.14 3.45 0.68
H -2.06 4.55 -0.10
H 2.03 3.29 -1.34
H 4.34 2.46 -1.95
H 6.00 0.60 -1.96
H 5.27 -1.66 -1.17
H 2.87 -1.96 -0.47
C 2.25 2.46 3.06
O 3.11 1.36 3.34
C 2.61 0.10 3.24
C 3.11 -0.86 4.12
C 2.67 -2.17 4.08
C 1.71 -2.57 3.15
C 1.22 -1.63 2.26
C 0.23 -1.87 1.18
N 0.74 -2.17 -0.07
N -0.10 -3.00 -0.89
C -1.25 -2.46 -1.05
O -1.55 -1.27 -0.56
C -2.26 -3.13 -1.91
C -2.01 -4.39 -2.44
C -2.93 -4.97 -3.30
C -4.10 -4.30 -3.63
C -4.35 -3.04 -3.10
C -3.44 -2.46 -2.23
C 1.66 -0.32 2.30
O 1.11 0.52 1.39
H 2.12 2.61 1.99
H 2.73 3.33 3.51
H 1.27 2.31 3.51
H 3.84 -0.53 4.85
H 3.07 -2.89 4.78
H 1.36 -3.59 3.12
H -0.71 -2.35 1.47
H -1.09 -4.89 -2.19
H -2.73 -5.95 -3.72
H -4.81 -4.75 -4.31
H -5.26 -2.51 -3.35
H -3.62 -1.48 -1.82
O 0.03 -0.18 -2.15
C -0.05 -0.20 -3.54
C -1.42 0.36 -3.89
C -2.41 0.69 -3.02
C -3.54 1.26 -3.67
C -3.38 1.36 -5.01
S -1.85 0.78 -5.51
C 0.16 -1.62 -4.04
C 1.13 -2.47 -3.60
C 1.12 -3.72 -4.27
C 0.14 -3.79 -5.21
S -0.80 -2.37 -5.26
C 1.03 0.73 -4.10
C 1.00 2.09 -4.08
C 2.19 2.68 -4.58
C 3.10 1.74 -4.98
S 2.50 0.15 -4.77
H -2.34 0.52 -1.96
H -4.44 1.57 -3.15
H -4.08 1.73 -5.74
H 1.80 -2.22 -2.80
H 1.80 -4.53 -4.05
H -0.11 -4.62 -5.86
H 0.15 2.65 -3.72
H 2.36 3.74 -4.66
H 4.07 1.90 -5.41

# 6
29
Properties=species:S:1:pos:R:3 method="wB97M-V/def2-TZVPD" s_squared=8.77 charge=+3 spin_multiplicity=6 energy_ev=-30607.3795
Pt 0.57 3.82 2.52
Pt 2.86 3.91 -0.03
Mg -2.00 2.79 0.12
O 1.75 2.18 1.09
C 1.31 0.83 0.73
C 0.19 0.56 -0.34
O -1.05 1.19 -0.46
H 1.02 0.37 1.67
H 2.14 0.18 0.49
H -0.07 -0.50 -0.37
H 0.65 0.72 -1.32
O 3.71 0.96 2.96
H 3.07 1.23 2.30
H 3.74 1.70 3.57
O -1.68 -2.68 -1.35
H -2.36 -3.35 -1.35
H -2.11 -1.89 -1.03
O -0.20 -1.42 -3.33
H -0.61 -2.28 -3.34
H -0.52 -1.01 -2.52
O 1.48 -2.78 1.13
H 1.69 -1.88 0.87
H 0.99 -3.13 0.39
O -2.09 -0.20 2.00
H -2.79 0.03 1.38
H -1.36 0.37 1.75
O -2.56 0.23 -2.81
H -3.43 -0.17 -2.87
H -2.35 0.23 -1.88

# 7
42
Properties=species:S:1:pos:R:3 method="wB97M-V/def2-TZVPD" e_above_lowest_kj_mol=0.0 charge=-2
C -2.88 -3.10 2.63
C -2.22 -1.81 2.19
O -3.08 -0.70 2.57
P -2.81 0.79 2.02
C -1.60 1.51 3.08
C -0.35 1.93 2.70
N 0.74 2.33 2.48
O -2.60 0.89 0.56
O -4.13 1.53 2.61
C -5.44 0.91 2.61
C -6.47 2.01 2.71
H -2.23 -3.95 2.43
H -3.09 -3.07 3.70
H -3.81 -3.24 2.08
H -1.25 -1.68 2.68
H -2.09 -1.79 1.10
H -1.90 1.68 4.11
H -5.57 0.36 1.66
H -5.51 0.22 3.46
H -7.46 1.58 2.86
H -6.25 2.67 3.56
H -6.49 2.59 1.79
O 6.38 -2.51 -4.71
C 5.61 -1.64 -4.71
Co 4.47 -0.33 -4.52
C 5.53 1.05 -4.45
O 6.25 1.95 -4.38
C 3.49 -0.33 -5.98
O 2.85 -0.30 -6.95
C 3.54 -0.97 -2.80
C 4.14 -0.74 -1.57
C 5.08 -1.14 -0.69
Co 2.77 0.37 -1.86
C 3.53 1.88 -1.34
O 3.97 2.91 -1.05
C 1.63 0.07 -0.48
O 0.84 -0.14 0.34
C 1.60 1.09 -2.98
O 0.87 1.55 -3.74
H 3.01 -1.90 -3.05
H 5.32 -0.46 0.14
H 5.60 -2.09 -0.79

# 8
74
Properties=species:S:1:pos:R:3 method="wB97M-V/def2-TZVPD" e_above_lowest_kj_mol=0.0
Y 2.00 0.83 -0.79
C -3.76 0.84 -5.90
C -4.20 0.76 -4.44
C -5.38 -0.17 -4.20
C -4.99 -1.61 -4.52
C -3.71 -1.99 -3.80
C -3.42 -3.30 -3.55
C -2.25 -3.66 -2.87
F -2.02 -4.96 -2.65
C -1.36 -2.72 -2.43
C -1.64 -1.37 -2.68
C -0.70 -0.36 -2.23
O 0.36 -0.66 -1.63
C -1.07 1.00 -2.48
C -2.21 1.29 -3.14
N -3.07 0.35 -3.59
C -2.81 -0.99 -3.37
C -0.04 1.92 -1.90
O 1.04 2.03 -2.56
O -0.13 2.22 -0.69
H -4.60 1.14 -6.53
H -3.39 -0.12 -6.25
H -2.97 1.57 -6.02
H -4.48 1.76 -4.10
H -6.22 0.15 -4.82
H -5.68 -0.10 -3.15
H -4.85 -1.73 -5.60
H -5.78 -2.29 -4.22
H -4.10 -4.09 -3.86
H -0.46 -2.99 -1.89
H -2.50 2.32 -3.35
C 4.35 2.83 -1.66
C 5.06 1.50 -1.38
C 6.38 1.44 -2.15
C 4.13 0.31 -1.70
H 5.02 3.68 -1.54
H 3.52 3.02 -0.98
H 3.96 2.85 -2.68
H 5.30 1.48 -0.31
H 6.19 1.50 -3.23
H 6.89 0.50 -1.96
H 7.05 2.26 -1.88
H 4.59 -0.62 -1.37
H 4.04 0.23 -2.79
O 2.67 1.80 1.23
C 2.10 0.92 1.92
N 1.95 0.95 3.26
C 1.01 -0.11 3.66
C 0.83 -0.85 2.29
O 0.16 -1.84 2.14
N 1.54 -0.17 1.33
C -0.31 0.54 4.08
C -0.61 0.72 5.43
C -1.77 1.40 5.80
C -2.63 1.90 4.84
C -2.33 1.72 3.49
C -1.18 1.04 3.12
C 1.58 -1.06 4.69
C 0.82 -2.14 5.11
C 1.32 -3.04 6.04
C 2.59 -2.86 6.56
C 3.36 -1.78 6.15
C 2.86 -0.89 5.21
H 2.01 1.82 3.75
H 0.05 0.33 6.19
H -1.99 1.54 6.85
H -3.53 2.42 5.13
H -2.99 2.10 2.73
H -0.96 0.91 2.06
H -0.17 -2.29 4.69
H 0.72 -3.88 6.35
H 2.98 -3.56 7.29
H 4.35 -1.63 6.55
H 3.47 -0.06 4.88

In g/mol, the molar mass values for the records above are, in order, 454.3; 388.5; 120.1; 71.1; 908.8; 582.6; 501.1; 657.5.